Entry 1:
Density functional theory data (the ωB97M-V functional and the def2-TZVPD basis) for a structure of composition C28H20BCrN2O10 at a distorted geometry.

Positions of all 62 atoms, in Å:
Cr: -0.118 0.460 -1.335
N: 2.288 0.441 0.047
O: 1.209 0.282 0.548
O: 3.379 0.335 0.551
O: 1.976 0.736 -1.075
N: -0.024 0.969 -3.977
O: 0.205 1.136 -5.159
O: -0.366 1.754 -3.040
O: 0.351 0.014 -3.349
B: -2.051 -0.275 -0.975
H: -1.812 -0.785 -1.895
H: -1.283 -0.350 -0.221
H: -2.010 0.732 -1.361
H: -3.032 -0.454 -0.562
C: 1.599 3.997 2.842
C: 0.926 4.477 3.914
C: -0.431 4.504 3.970
C: -1.155 4.021 2.905
C: -0.472 3.387 1.833
C: 0.910 3.344 1.841
C: -1.103 2.979 0.563
O: -0.564 2.301 -0.296
C: -2.544 3.505 0.408
C: -3.185 3.339 -0.861
C: -4.572 3.692 -0.961
C: -5.242 4.202 0.153
C: -4.626 4.363 1.301
C: -3.232 4.082 1.511
C: -2.643 4.273 2.836
O: -3.249 4.614 3.899
H: 2.663 4.184 2.860
H: 1.529 4.751 4.767
H: -1.015 5.006 4.727
H: 1.387 3.091 0.906
H: -2.700 2.897 -1.719
H: -5.179 3.534 -1.840
H: -6.292 4.428 0.036
H: -5.163 4.812 2.122
C: 3.408 -3.494 -4.051
C: 3.887 -4.766 -3.835
C: 3.419 -5.484 -2.741
C: 2.679 -4.813 -1.747
C: 2.068 -3.512 -1.989
C: 2.473 -2.880 -3.148
C: 1.120 -2.845 -0.997
O: 0.616 -1.703 -1.223
C: 1.046 -3.391 0.350
C: 0.440 -2.735 1.455
C: 0.277 -3.387 2.636
C: 0.592 -4.674 2.877
C: 1.300 -5.372 1.853
C: 1.543 -4.743 0.575
C: 2.388 -5.500 -0.417
O: 2.822 -6.667 -0.167
H: 3.751 -2.973 -4.932
H: 4.493 -5.302 -4.551
H: 3.666 -6.507 -2.499
H: 2.107 -1.960 -3.580
H: 0.027 -1.754 1.277
H: -0.313 -2.727 3.254
H: 0.303 -5.159 3.798
H: 1.527 -6.427 1.888

Calculated values
Gap between HOMO and LUMO (alpha / beta): 7.59 / 7.80 eV
Spin multiplicity: 4
Energy relative to the best compared isomer or geometry (same formula, charge and spin): 5.188 eV
M: 607.3 g mol⁻¹
Lowest unoccupied orbital energy (alpha / beta): -2.2 / -2.0 eV
⟨S²⟩: 3.798

***

Entry 2:
Density functional theory data (the ωB97M-V functional and the def2-TZVPD basis) for a structure of composition C30H42Cl4KN3O6SSeSi2.

Positions of all 90 atoms, in Å:
K: -0.578 0.004 -2.370
O: -0.107 -3.450 -1.614
Cl: -1.170 -3.195 -2.572
O: -1.756 -4.432 -2.997
O: -0.597 -2.495 -3.709
O: -2.158 -2.342 -1.962
C: 1.662 -1.878 0.543
Si: 0.570 -0.338 1.147
C: -1.284 -0.225 0.683
N: -1.741 0.875 -0.146
C: -1.477 2.161 0.489
C: -2.305 3.253 -0.167
C: -3.800 3.042 0.130
C: -4.115 1.544 0.275
C: -3.144 0.747 -0.587
C: 1.162 1.099 2.247
C: 0.424 1.443 3.388
C: 0.764 2.532 4.174
C: 1.876 3.303 3.854
C: 2.628 2.980 2.738
C: 2.260 1.896 1.948
C: 0.217 -1.568 2.695
C: 1.126 -1.641 3.760
C: 1.013 -2.573 4.783
C: -0.031 -3.489 4.776
C: -0.943 -3.457 3.732
C: -0.814 -2.515 2.716
H: 0.946 -2.548 0.046
H: 2.133 -2.473 1.328
H: -1.835 -0.258 1.643
H: -1.538 -1.165 0.176
H: -0.412 2.373 0.420
H: -1.719 2.118 1.569
H: -2.131 3.227 -1.247
H: -1.969 4.230 0.185
H: -4.394 3.462 -0.685
H: -4.084 3.572 1.045
H: -5.141 1.329 -0.036
H: -4.021 1.229 1.320
H: -3.211 1.125 -1.610
H: -3.409 -0.312 -0.617
H: -0.438 0.844 3.661
H: 0.161 2.782 5.041
H: 2.143 4.157 4.467
H: 3.483 3.581 2.453
H: 2.847 1.673 1.072
H: 1.949 -0.933 3.800
H: 1.739 -2.584 5.589
H: -0.129 -4.220 5.571
H: -1.759 -4.171 3.703
H: -1.541 -2.536 1.912
C: 5.637 -1.417 1.491
C: 4.513 -0.429 1.196
C: 4.052 -0.418 -0.260
S: 2.961 -1.766 -0.637
O: 3.758 -2.994 -0.606
C: 2.425 -1.432 -2.310
C: 3.370 -2.110 -3.309
C: 2.981 -3.553 -3.608
H: 5.936 -1.352 2.538
H: 6.513 -1.195 0.877
H: 5.332 -2.441 1.280
H: 4.835 0.587 1.430
H: 3.658 -0.617 1.851
H: 4.890 -0.596 -0.941
H: 3.544 0.497 -0.561
H: 2.377 -0.344 -2.437
H: 1.433 -1.865 -2.424
H: 4.405 -2.060 -2.959
H: 3.323 -1.514 -4.224
H: 3.043 -4.163 -2.709
H: 3.639 -3.985 -4.365
H: 1.954 -3.599 -3.975
Se: -2.827 2.095 -4.191
C: -4.591 1.654 -3.690
C: -5.004 0.343 -3.406
C: -6.304 0.091 -3.008
N: -7.252 1.022 -2.861
C: -6.861 2.272 -3.129
C: -5.588 2.630 -3.531
H: -4.297 -0.475 -3.486
H: -6.604 -0.930 -2.786
H: -7.620 3.041 -3.008
H: -5.349 3.669 -3.719
O: 1.300 0.267 -0.425
N: 1.506 1.337 -1.333
Cl: 2.113 3.500 -3.247
Si: 2.089 2.853 -1.275
Cl: 1.209 4.453 -0.257
Cl: 4.152 3.163 -0.740

Calculated values
Gap between HOMO and LUMO: 5.86 eV
Charge: -2
Energy relative to the best compared isomer or geometry (same formula, charge and spin): 1.501 eV
M: 888.8 g mol⁻¹
Lowest unoccupied orbital energy: 3.9 eV

***

Entry 3:
Density functional theory data (the ωB97M-V functional and the def2-TZVPD basis) for a structure of composition C4H10N2OS at a distorted geometry.

Positions of all 18 atoms, in Å:
O: 3.625 -0.152 -0.930
C: 3.152 -0.064 0.371
N: 1.955 -0.161 0.776
C: 0.816 0.219 -0.090
C: 0.702 -0.625 -1.362
S: -3.770 -0.203 0.072
C: -0.434 0.086 0.793
N: -1.432 1.127 0.594
H: 3.829 -0.029 1.225
H: 2.905 0.566 -0.836
H: 0.817 1.306 -0.245
H: 0.882 -1.661 -1.075
H: 1.397 -0.395 -2.166
H: -0.311 -0.550 -1.761
H: 0.002 0.086 1.800
H: -0.898 -0.900 0.924
H: -1.810 1.219 -0.364
H: -2.349 0.770 0.930

Calculated values
Gap between HOMO and LUMO: 6.45 eV
Energy relative to the best compared isomer or geometry (same formula, charge and spin): 7.384 eV
M: 134.2 g mol⁻¹
Lowest unoccupied orbital energy: -3.2 eV